Record 1
C42H36I2N4O4P2TeTi as an isolated structure, computed with ωB97M-V/def2-TZVPD.

The geometry in XYZ format:
```
92
Properties=species:S:1:pos:R:3:lowdin_charge:R:1
Ti 0.200 0.706 0.169 0.89
O 1.136 -2.496 0.945 -0.02
C 1.267 -1.439 1.862 -0.58
O 0.298 -0.519 1.458 -0.29
C 2.816 0.659 1.872 -0.18
C 3.839 1.272 2.600 0.04
C 3.877 2.650 2.723 0.01
C 2.852 3.416 2.182 0.05
C 1.875 2.752 1.482 -0.17
N 1.891 1.429 1.277 0.06
C 0.629 3.413 0.961 -0.51
O 0.407 4.582 0.987 0.18
O -0.218 2.484 0.479 -0.22
H 1.567 -3.287 1.299 0.10
H 4.566 0.658 3.110 0.13
H 4.669 3.120 3.292 0.13
H 2.780 4.486 2.317 0.14
I -3.067 -2.170 1.172 0.80
C -3.681 -0.765 2.635 -1.13
I -2.520 1.013 2.733 0.88
H -3.621 -1.250 3.601 -0.03
H -4.699 -0.474 2.412 -0.03
Te 3.043 -0.106 -4.464 1.36
C 5.065 -0.570 -4.083 -0.57
C 5.932 0.350 -3.510 -0.13
C 7.255 -0.026 -3.318 -0.13
N 7.745 -1.205 -3.689 0.08
C 6.918 -2.056 -4.286 -0.13
C 5.568 -1.795 -4.495 -0.14
C 2.293 0.178 -2.497 -0.95
P 1.543 1.721 -1.921 0.93
C 2.888 2.822 -1.408 -0.36
C 2.675 4.201 -1.408 -0.08
C 3.659 5.055 -0.935 -0.04
C 4.859 4.540 -0.464 -0.05
C 5.072 3.168 -0.453 -0.07
C 4.087 2.308 -0.915 -0.11
C 0.813 2.554 -3.352 -0.37
C 1.668 3.158 -4.281 -0.14
C 1.147 3.767 -5.411 -0.05
C -0.226 3.787 -5.620 -0.04
C -1.079 3.204 -4.696 -0.05
C -0.563 2.588 -3.565 -0.07
P 1.950 -0.891 -1.264 1.01
C 2.671 -2.510 -1.578 -0.41
C 1.885 -3.660 -1.677 -0.09
C 2.483 -4.884 -1.915 -0.05
C 3.868 -4.979 -2.011 -0.04
C 4.654 -3.846 -1.876 -0.06
C 4.058 -2.610 -1.668 -0.11
C 2.665 -0.810 1.846 -0.10
C 3.746 -1.616 1.957 -0.02
C 3.747 -2.993 2.365 -0.06
C 2.861 -3.538 3.238 -0.06
C 1.733 -2.865 3.838 -0.04
C 1.034 -1.864 3.282 0.06
H 5.605 1.343 -3.233 0.09
H 7.956 0.662 -2.858 0.11
H 7.345 -3.000 -4.605 0.12
H 4.937 -2.546 -4.952 0.10
H 1.743 4.612 -1.778 0.12
H 3.488 6.123 -0.940 0.12
H 5.632 5.210 -0.109 0.12
H 6.010 2.766 -0.090 0.12
H 4.258 1.238 -0.900 0.09
H 2.737 3.162 -4.121 0.09
H 1.814 4.232 -6.124 0.12
H -0.630 4.269 -6.501 0.12
H -2.149 3.239 -4.847 0.11
H -1.239 2.160 -2.840 0.07
H 0.810 -3.609 -1.562 0.09
H 1.872 -5.771 -2.015 0.12
H 4.331 -5.942 -2.183 0.12
H 5.732 -3.917 -1.935 0.12
H 4.678 -1.730 -1.559 0.10
H 4.727 -1.180 1.789 0.13
H 4.618 -3.580 2.098 0.12
H 3.084 -4.530 3.613 0.12
H 1.438 -3.212 4.821 0.12
H 0.252 -1.344 3.822 0.13
C -1.202 -1.685 -2.403 0.00
C -1.918 -0.454 -1.982 -0.40
N -1.515 0.452 -1.094 -0.03
C -2.545 1.385 -0.974 -0.16
C -3.554 1.031 -1.798 -0.04
N -3.135 -0.121 -2.427 0.15
H -0.738 -2.147 -1.531 0.05
H -0.430 -1.470 -3.143 0.09
H -1.900 -2.402 -2.833 0.10
H -2.469 2.234 -0.320 0.09
H -4.512 1.482 -1.990 0.14
H -3.667 -0.658 -3.094 0.18
```

## Properties
F_max in hartree/bohr: 0.0107
Net charge: +2
Energy above the lowest of the compared OMol25 structures with the same formula, charge and spin in kcal/mol: 13.7
E in Eh: -4537.251369
LUMO energy in Eh: -0.2434

Record 2
C37H32BClN6O2V as an isolated structure at a distorted geometry, computed with ωB97M-V/def2-TZVPD.

The geometry in XYZ format:
```
80
Properties=species:S:1:pos:R:3:lowdin_charge:R:1
V 0.484 0.252 0.128 1.05
C 1.188 2.516 4.973 0.00
C 1.556 2.280 3.543 -0.24
C 2.605 2.801 2.800 0.05
C 2.478 2.248 1.529 -0.20
N 1.415 1.446 1.508 -0.01
N 0.843 1.463 2.756 0.05
B -0.454 0.610 3.038 -0.42
N -1.557 1.075 2.028 0.05
N -1.246 1.056 0.686 0.00
C -2.328 1.496 0.022 -0.20
C -3.333 1.790 0.932 0.06
C -2.810 1.508 2.187 -0.24
C -3.434 1.670 3.540 0.00
C -2.295 1.686 -1.440 -0.17
C -1.141 2.173 -2.044 -0.05
C -1.083 2.358 -3.417 -0.06
C -2.197 2.071 -4.193 -0.06
C -3.360 1.599 -3.593 -0.06
C -3.409 1.402 -2.220 -0.02
N -0.124 -0.887 2.729 0.05
N 0.412 -1.170 1.496 0.00
C 0.619 -2.497 1.445 -0.20
C 0.209 -3.068 2.643 0.06
C -0.257 -2.018 3.427 -0.24
C -0.790 -2.026 4.827 0.00
C 1.265 -3.099 0.263 -0.18
C 0.817 -4.309 -0.249 -0.02
C 1.429 -4.855 -1.371 -0.06
C 2.487 -4.195 -1.985 -0.06
C 2.943 -2.988 -1.471 -0.06
C 2.336 -2.451 -0.347 -0.05
C 3.304 2.433 0.308 -0.15
C 3.009 1.790 -0.891 -0.05
C 3.769 1.962 -2.035 -0.05
C 4.870 2.805 -1.993 -0.06
C 5.186 3.456 -0.807 -0.05
C 4.411 3.271 0.332 -0.02
H 1.898 3.206 5.420 0.09
H 0.189 2.946 5.064 0.09
H 1.203 1.590 5.549 0.09
H 3.358 3.488 3.156 0.12
H -0.826 0.741 4.171 0.12
H -4.315 2.182 0.713 0.13
H -4.410 2.139 3.439 0.09
H -3.571 0.707 4.036 0.09
H -2.821 2.293 4.191 0.09
H -0.291 2.461 -1.435 0.11
H -0.177 2.737 -3.875 0.12
H -2.159 2.218 -5.267 0.11
H -4.230 1.377 -4.198 0.11
H -4.307 1.010 -1.755 0.12
H 0.262 -4.111 2.920 0.13
H -0.732 -3.033 5.233 0.09
H -0.218 -1.362 5.478 0.09
H -1.833 -1.706 4.863 0.09
H -0.026 -4.810 0.216 0.12
H 1.073 -5.796 -1.771 0.11
H 2.960 -4.623 -2.861 0.11
H 3.774 -2.474 -1.938 0.11
H 2.725 -1.536 0.080 0.11
H 2.175 1.113 -1.008 0.06
H 3.500 1.437 -2.944 0.12
H 5.475 2.953 -2.879 0.11
H 6.046 4.113 -0.767 0.11
H 4.677 3.789 1.246 0.11
Cl -5.024 -3.738 -3.860 0.69
C -3.526 -2.934 -3.521 -0.65
C -2.738 -2.503 -4.577 -0.08
C -1.547 -1.851 -4.305 0.01
C -1.158 -1.633 -2.990 -0.14
C -1.957 -2.079 -1.943 -0.01
C -3.147 -2.738 -2.202 -0.09
C 0.098 -0.896 -2.752 -0.46
O 0.895 -0.593 -3.574 0.15
O 0.286 -0.539 -1.414 -0.23
H -3.060 -2.676 -5.596 0.11
H -0.909 -1.503 -5.109 0.13
H -1.651 -1.921 -0.920 0.11
H -3.776 -3.098 -1.398 0.11
```

## Properties
F_max in hartree/bohr: 0.0440
Spin multiplicity: 3
Net charge: +1
<S²>: 2.01
E in Eh: -3337.242559
LUMO energy (spin up / spin down) in Eh: -0.1294 / -0.1036

Record 3
C19H30B2BeBrCl5CsFO12V as an isolated structure at a distorted geometry, computed with ωB97M-V/def2-TZVPD.

The geometry in XYZ format:
```
73
Properties=species:S:1:pos:R:3:lowdin_charge:R:1
C -6.316 2.792 -2.950 -0.07
C -5.314 3.759 -3.573 -0.29
O -4.068 3.721 -2.928 -0.13
C -3.187 2.761 -3.496 -0.22
C -2.081 2.407 -2.533 -0.24
O -2.442 1.266 -1.775 0.02
B -1.513 0.126 -1.794 -0.97
C -0.370 0.389 -0.663 -0.02
C 0.800 -0.546 -0.755 -0.17
C 2.134 -0.044 -0.208 -0.10
C 2.149 0.374 1.223 -0.52
O 1.238 0.820 1.860 0.13
O 3.389 0.214 1.792 0.05
O -0.981 -0.275 -3.093 0.02
C -2.019 -0.824 -3.818 -0.41
C -3.110 -1.135 -2.694 -0.22
B -3.825 -2.534 -2.715 -0.56
O -3.152 -3.669 -3.312 -0.25
O -5.041 -2.774 -2.192 0.10
C -5.298 -2.156 -0.904 -0.19
C -6.776 -2.328 -0.560 -0.06
O -2.409 -1.037 -1.517 0.03
H -6.119 1.772 -3.280 0.06
H -6.231 2.794 -1.867 0.08
H -7.328 3.060 -3.248 0.07
H -5.191 3.496 -4.631 0.11
H -5.715 4.770 -3.519 0.11
H -3.735 1.822 -3.673 0.09
H -2.803 3.169 -4.438 0.10
H -1.132 2.316 -3.103 -0.07
H -1.995 3.266 -1.864 0.13
H -0.068 1.436 -0.610 0.14
H -0.902 0.184 0.429 -0.04
H 0.967 -0.707 -1.826 0.14
H 0.559 -1.532 -0.355 0.13
H 2.858 -0.857 -0.290 0.11
H 2.527 0.744 -0.848 0.14
H 3.474 0.921 2.450 0.12
H -1.644 -1.700 -4.391 0.11
H -2.304 0.003 -4.530 -0.31
H -3.950 -0.421 -2.811 0.14
H -3.654 -4.039 -4.048 0.08
H -5.068 -1.094 -0.922 0.12
H -4.672 -2.603 -0.139 0.13
H -7.309 -2.800 -1.380 0.07
H -7.222 -1.355 -0.373 0.07
H -6.920 -2.924 0.337 0.07
Cs -2.896 -0.080 -6.069 1.40
C 2.257 -2.768 2.964 -1.53
Cl 2.410 -3.638 1.433 0.48
Cl 0.644 -2.958 3.679 0.41
Cl 3.498 -3.279 4.100 0.53
H 2.392 -1.717 2.756 -0.02
C 6.022 0.282 4.025 0.00
C 6.845 0.673 3.054 0.01
C 7.787 1.802 3.254 -0.40
O 8.537 2.164 2.371 0.09
C 7.777 2.474 4.578 0.01
C 6.955 2.081 5.548 0.02
C 6.012 0.954 5.342 -0.42
O 5.273 0.587 6.217 0.08
H 5.331 -0.543 3.900 0.10
H 6.870 0.191 2.084 0.12
H 8.474 3.294 4.702 0.12
H 6.929 2.549 6.524 0.12
O 9.006 -1.078 5.046 -0.41
V 8.998 -1.540 6.615 1.21
O 9.528 -2.211 8.002 -0.42
Cl -2.230 -0.486 1.419 0.19
Be 0.368 -5.493 3.056 0.16
Br -1.876 -5.386 -2.668 0.23
F 6.586 -0.139 7.924 -0.48
Cl 0.269 3.232 -4.323 -0.44
```

## Properties
F_max in hartree/bohr: 0.1974
Net charge: -1
E in Eh: -7647.792090
LUMO energy in Eh: -0.1260

Record 4
C45H72F3NO31V2 as an isolated structure at a distorted geometry, computed with ωB97M-V/def2-TZVPD.

The geometry in XYZ format:
```
154
Properties=species:S:1:pos:R:3:lowdin_charge:R:1
O -1.306 -1.658 -2.024 -0.38
V -1.867 -1.764 -0.457 0.96
O -2.588 -0.403 -0.150 -0.28
O -0.036 -4.503 3.149 -0.24
V -0.995 -3.317 3.424 1.15
O -0.273 -2.581 4.644 -0.26
C 0.705 -1.325 0.988 -0.22
O 0.111 -0.681 -0.185 -0.23
O -0.466 -2.073 1.376 -0.25
C 2.133 -2.030 0.729 -0.48
F 2.166 -3.349 0.914 0.16
F 2.503 -1.870 -0.542 0.15
F 3.061 -1.536 1.640 0.10
C 0.486 0.659 -0.552 -0.16
C -0.065 1.785 0.377 -0.06
H -1.146 1.880 0.482 0.08
H 0.320 1.827 1.396 0.04
H 0.463 2.697 0.098 0.05
H 0.191 0.890 -1.576 0.14
H 1.562 0.772 -0.418 0.08
H 0.921 -0.411 1.542 0.14
C -4.713 -1.464 -2.492 -0.03
C -4.554 -3.001 -2.576 -0.42
C -4.048 -3.334 -3.951 -0.14
C -3.601 -4.803 -3.992 -0.21
C -2.546 -4.986 -2.982 -0.17
C -2.884 -4.765 -1.465 -0.47
N -3.577 -3.454 -1.454 -0.17
O -3.933 -3.015 -0.128 -0.24
C -1.470 -4.787 -0.775 -0.03
C -3.682 -5.935 -0.869 -0.02
C -5.969 -3.715 -2.457 -0.03
H -4.853 -1.115 -1.469 0.06
H -5.413 -1.075 -3.231 0.09
H -3.797 -0.945 -2.776 0.07
H -3.062 -2.886 -4.078 0.11
H -4.647 -2.974 -4.787 0.13
H -3.334 -4.992 -5.032 0.10
H -4.231 -5.692 -4.012 0.11
H -1.672 -4.365 -3.179 0.09
H -2.238 -6.027 -3.083 0.12
H -1.674 -4.643 0.286 0.05
H -0.909 -3.863 -0.913 0.04
H -0.887 -5.700 -0.898 0.11
H -3.529 -6.044 0.205 0.07
H -3.484 -6.891 -1.354 0.08
H -4.743 -5.703 -0.969 0.07
H -6.417 -3.680 -1.464 0.07
H -6.080 -4.793 -2.575 0.06
H -6.781 -3.386 -3.106 0.07
C -4.650 2.521 0.570 -0.01
C -5.821 1.979 1.305 -0.37
C -7.156 1.936 0.519 -0.11
O -7.158 0.611 0.167 0.04
C -6.436 -0.154 1.035 -0.44
O -6.521 -1.415 0.966 0.10
O -5.725 0.694 1.820 0.10
H -3.871 2.489 1.332 0.08
H -4.708 3.532 0.167 0.08
H -4.396 1.715 -0.119 0.10
H -5.931 2.675 2.136 0.14
H -7.284 2.369 -0.473 0.15
H -7.958 2.212 1.203 0.13
C 5.492 -3.743 -0.043 0.00
C 6.988 -3.425 0.361 -0.26
C 7.094 -2.724 1.741 -0.07
O 8.043 -3.613 2.348 0.07
C 8.198 -4.736 1.574 -0.67
O 8.868 -5.695 1.871 0.14
O 7.646 -4.621 0.520 0.18
H 5.042 -4.238 0.818 0.08
H 5.342 -4.572 -0.735 0.09
H 4.744 -2.981 -0.265 0.05
H 7.364 -2.720 -0.380 0.15
H 6.125 -2.829 2.229 0.12
H 7.222 -1.648 1.860 0.12
C 2.664 2.297 4.799 0.01
C 2.780 1.174 3.728 -0.36
C 4.229 0.709 3.427 -0.12
O 4.456 -0.192 4.448 0.08
C 3.234 -0.667 4.820 -0.52
O 3.077 -1.761 5.294 0.17
O 2.262 0.102 4.297 0.08
H 1.606 2.554 4.855 0.07
H 3.328 3.148 4.649 0.08
H 3.033 1.983 5.776 0.09
H 2.271 1.527 2.831 0.14
H 4.980 1.493 3.513 0.14
H 4.363 0.262 2.442 0.11
C -1.555 5.191 -0.788 -0.01
C -2.964 5.109 -1.447 -0.39
C -3.020 6.006 -2.767 -0.04
O -3.644 5.080 -3.653 0.10
C -3.799 3.901 -3.161 -0.55
O -4.146 2.939 -3.765 0.19
O -3.263 3.899 -1.865 0.05
H -0.698 4.870 -1.380 0.10
H -1.453 4.703 0.182 0.06
H -1.591 6.188 -0.349 0.08
H -3.843 5.379 -0.862 0.14
H -1.976 6.220 -2.996 0.12
H -3.542 6.955 -2.646 0.13
C -0.120 -4.000 -5.686 0.00
C 1.248 -3.927 -4.924 -0.31
C 1.298 -3.051 -3.657 -0.05
O 1.931 -3.906 -2.652 0.04
C 2.106 -5.149 -3.097 -0.50
O 2.552 -6.157 -2.546 0.12
O 1.691 -5.168 -4.417 0.07
H -0.468 -3.021 -6.016 0.09
H -0.898 -4.486 -5.098 0.06
H 0.164 -4.423 -6.649 0.08
H 1.872 -3.345 -5.603 0.14
H 0.295 -2.830 -3.294 0.10
H 1.937 -2.187 -3.839 0.13
C 3.755 2.400 -0.714 0.04
C 4.615 1.010 -0.605 -0.23
C 5.175 0.518 -1.842 -0.11
O 6.590 0.265 -1.529 0.06
C 6.734 0.570 -0.151 -0.61
O 7.760 0.425 0.475 0.14
O 5.731 1.104 0.331 0.14
H 3.366 2.707 -1.685 0.08
H 4.274 3.247 -0.265 0.08
H 2.798 2.210 -0.227 0.03
H 3.958 0.200 -0.286 0.12
H 5.180 1.161 -2.722 0.13
H 4.627 -0.351 -2.205 0.13
C 4.101 7.576 0.824 -0.01
C 2.758 7.339 1.553 -0.29
C 1.581 7.522 0.577 -0.13
O 0.812 6.422 0.859 0.03
C 1.524 5.455 1.569 -0.50
O 1.127 4.359 1.727 0.16
O 2.692 5.997 1.922 0.10
H 4.746 8.283 1.346 0.08
H 3.952 8.077 -0.132 0.07
H 4.664 6.682 0.554 0.09
H 2.772 7.982 2.434 0.16
H 1.804 7.507 -0.490 0.13
H 1.087 8.472 0.779 0.14
C -1.166 3.457 3.760 -0.01
C -1.515 2.082 4.391 -0.27
C -2.943 2.029 4.923 -0.06
O -3.477 0.836 4.339 0.14
C -2.628 0.204 3.637 -0.65
O -2.781 -0.833 3.087 0.15
O -1.522 0.932 3.524 0.08
H -0.612 3.202 2.857 0.04
H -0.543 4.107 4.374 0.08
H -1.951 4.116 3.389 0.08
H -0.877 1.700 5.188 0.15
H -3.434 2.981 4.720 0.13
H -2.827 2.030 6.007 0.14
```

## Properties
F_max in hartree/bohr: 0.1754
Net charge: 0
Energy above the lowest of the compared OMol25 structures with the same formula, charge and spin in kcal/mol: 180.7
E in Eh: -6332.363028
LUMO energy in Eh: -0.1061